No. 1
C32H64O16 | ωB97M-V/def2-TZVPD

* net charge: +1
* M: 704.85 u
* relative energy (zero: lowest compared OMol25 entry of this formula, charge and spin): 80.5 kcal per mole
* max |F|: 4.67 eV Å⁻¹
* multiplicity: 2
* lowest unoccupied orbital energy (spin up / spin down): -2.8 / -9.0 eV

```
112
C32H64O16 | the Open Molecules 2025 dataset | ωB97M-V/def2-TZVPD
C -5.413 -12.308 -22.276
C -6.657 -13.146 -21.994
O -6.542 -13.895 -20.732
C -6.190 -15.196 -20.765
O -5.996 -15.803 -21.850
O -6.015 -15.741 -19.459
C -6.050 -14.977 -18.318
H -4.525 -12.831 -21.921
H -5.410 -11.341 -21.772
H -5.252 -12.042 -23.320
H -6.800 -13.780 -22.869
H -7.563 -12.544 -21.921
H -7.057 -14.625 -18.092
H -5.518 -14.061 -18.574
H -5.526 -15.335 -17.431
C -2.860 -17.987 -23.601
C -3.523 -16.544 -23.676
O -2.677 -15.624 -24.436
C -3.247 -14.733 -25.329
O -4.279 -14.907 -25.921
O -2.456 -13.692 -25.536
C -1.240 -13.492 -24.875
H -1.835 -17.918 -23.236
H -2.674 -18.473 -24.559
H -3.390 -18.607 -22.878
H -3.686 -16.239 -22.643
H -4.499 -16.683 -24.143
H -1.226 -13.486 -23.785
H -0.767 -12.566 -25.201
H -0.640 -14.390 -25.026
C -1.903 -18.719 -19.529
C -3.249 -19.172 -18.893
O -4.006 -20.214 -19.530
C -3.457 -21.436 -19.729
O -2.486 -21.851 -19.160
O -4.267 -22.033 -20.607
C -4.015 -23.350 -21.070
H -1.121 -19.472 -19.443
H -1.631 -17.760 -19.087
H -1.981 -18.555 -20.603
H -3.935 -18.326 -18.926
H -3.126 -19.520 -17.867
H -4.752 -23.562 -21.845
H -4.053 -24.029 -20.218
H -3.085 -23.476 -21.626
C 5.108 -16.311 -24.780
C 4.663 -16.271 -26.251
O 3.690 -17.191 -26.619
C 2.378 -17.148 -26.156
O 1.943 -16.327 -25.317
O 1.655 -18.154 -26.636
C 0.278 -18.190 -26.267
H 5.590 -17.244 -24.488
H 4.381 -16.042 -24.013
H 5.842 -15.528 -24.595
H 5.494 -16.484 -26.924
H 4.203 -15.323 -26.527
H -0.273 -17.284 -26.521
H 0.180 -18.304 -25.187
H -0.168 -19.013 -26.825
C -6.212 -17.890 -26.147
C -7.258 -18.785 -26.793
C -8.559 -17.850 -26.740
O -8.241 -16.860 -25.744
C -7.011 -17.100 -25.137
H -5.951 -17.098 -26.848
H -5.378 -18.332 -25.601
H -7.428 -19.746 -26.308
H -7.041 -19.097 -27.814
H -9.445 -18.452 -26.538
H -8.740 -17.384 -27.708
H -7.197 -17.575 -24.174
H -6.541 -16.140 -24.924
C -3.380 -12.885 -30.196
C -3.985 -13.099 -28.832
C -5.076 -11.998 -28.718
O -4.535 -10.940 -29.493
C -3.492 -11.399 -30.393
H -3.997 -13.512 -30.840
H -2.386 -13.331 -30.225
H -3.212 -12.863 -28.100
H -4.428 -14.094 -28.781
H -5.312 -11.804 -27.671
H -5.979 -12.480 -29.092
H -2.576 -10.978 -29.978
H -3.667 -11.070 -31.417
C -2.374 -14.859 -20.259
C -2.566 -14.065 -18.946
C -1.478 -14.702 -18.056
O -0.478 -15.227 -19.003
C -0.813 -14.957 -20.358
H -2.777 -14.347 -21.133
H -2.765 -15.876 -20.222
H -3.526 -14.084 -18.429
H -2.210 -13.043 -19.070
H -1.937 -15.548 -17.544
H -1.031 -14.020 -17.333
H -0.509 -15.782 -21.002
H -0.367 -14.002 -20.639
C 1.669 -12.135 -27.651
C 1.467 -10.624 -27.306
C 1.628 -10.573 -25.767
O 1.757 -11.912 -25.361
C 2.341 -12.695 -26.369
H 2.293 -12.208 -28.542
H 0.731 -12.664 -27.819
H 0.589 -10.115 -27.703
H 2.337 -10.088 -27.688
H 0.785 -10.137 -25.231
H 2.565 -10.103 -25.467
H 2.158 -13.761 -26.231
H 3.408 -12.533 -26.216
```



No. 2
C3H5N3O | ωB97M-V/def2-TZVPD

* net charge: 0
* M: 99.09 u
* relative energy (zero: lowest compared OMol25 entry of this formula, charge and spin): 132.3 kcal per mole
* max |F|: 1.35 eV Å⁻¹
* lowest unoccupied orbital energy (spin up / spin down): -2.0 / -1.5 eV

```
12
C3H5N3O | the Open Molecules 2025 dataset | ωB97M-V/def2-TZVPD
N 0.826 1.505 0.135
C 0.825 0.234 0.114
C 1.958 -0.633 -0.146
O 1.564 -1.845 -0.073
N 0.219 -2.036 0.215
C -0.278 -0.761 0.339
N -1.472 -0.378 0.601
H -2.221 2.170 -1.149
H -0.126 1.823 0.353
H 3.000 -0.443 -0.367
H -2.206 1.548 -0.736
H -2.090 -1.183 0.715
```



No. 3
C38H79NO16S8 | ωB97M-V/def2-TZVPD

* net charge: 0
* M: 1062.58 u
* relative energy (zero: lowest compared OMol25 entry of this formula, charge and spin): 37.0 kcal per mole
* SMILES string: O=S1(=O)CCCC1.O=S1(=O)CCCC1.O=S1(=O)CCCC1.O=S1(=O)CCCC1.O=S1(=O)CCCC1.O=S1(=O)CCCC1.O=S1(=O)CCCC1.O=S1(=O)CCCC1.CCN(CC)CC
* max |F|: 3.93 eV Å⁻¹
* lowest unoccupied orbital energy: 0.4 eV

```
142
C38H79NO16S8 | the Open Molecules 2025 dataset | ωB97M-V/def2-TZVPD
C 2.818 -1.534 0.862
C 1.631 -2.354 0.265
N 0.991 -2.037 -0.978
C 1.871 -2.379 -2.078
C 1.613 -3.872 -2.365
C 0.376 -0.704 -0.938
C -0.750 -0.484 -1.863
H 3.121 -1.858 1.858
H 2.363 -0.543 0.886
H 3.625 -1.424 0.137
H 1.739 -3.439 0.260
H 0.881 -2.443 1.051
H 1.549 -1.843 -2.971
H 2.939 -2.173 -2.005
H 0.549 -4.087 -2.468
H 2.075 -4.124 -3.319
H 2.274 -4.488 -1.756
H 0.991 0.094 -1.354
H 0.118 -0.633 0.119
H -1.185 0.477 -1.589
H -1.492 -1.279 -1.787
H -0.362 -0.408 -2.879
C 0.412 3.761 9.939
C -0.641 3.615 11.053
C -1.542 2.345 10.620
S -1.267 1.895 8.900
O -2.461 1.821 8.059
O -0.358 0.763 8.864
C -0.450 3.536 8.652
H 1.142 2.967 10.097
H 0.817 4.771 10.004
H -1.250 4.517 11.107
H -0.166 3.503 12.027
H -2.496 2.851 10.470
H -1.646 1.482 11.277
H -1.160 4.313 8.371
H 0.116 3.298 7.752
C -3.483 8.884 3.463
C -3.484 7.705 2.520
C -2.116 7.460 1.880
S -1.407 9.182 1.895
O -1.130 9.645 0.516
O -0.426 9.343 2.955
C -2.969 9.956 2.424
H -2.623 8.761 4.121
H -4.403 9.198 3.954
H -4.172 7.787 1.678
H -3.839 6.811 3.034
H -2.032 6.876 0.963
H -1.379 6.949 2.499
H -3.633 10.155 1.582
H -2.812 10.974 2.781
C 5.426 -13.589 -2.857
C 6.955 -13.961 -2.888
C 7.410 -15.077 -1.866
S 6.111 -14.841 -0.499
O 6.555 -14.095 0.684
O 5.384 -16.067 -0.217
C 4.955 -13.659 -1.378
H 4.897 -14.328 -3.460
H 5.219 -12.556 -3.136
H 7.419 -13.145 -2.333
H 7.423 -14.030 -3.870
H 8.360 -14.980 -1.341
H 7.297 -16.139 -2.085
H 5.076 -12.837 -0.672
H 3.932 -14.026 -1.295
C 4.538 4.738 -6.015
C 4.983 6.193 -6.376
C 6.321 6.543 -5.492
S 7.235 4.911 -5.331
O 7.898 4.909 -4.041
O 7.946 4.507 -6.561
C 5.644 3.892 -5.373
H 4.256 4.170 -6.901
H 3.579 4.688 -5.501
H 4.156 6.790 -5.991
H 5.264 6.565 -7.362
H 5.990 6.595 -4.455
H 6.993 7.321 -5.855
H 5.527 3.731 -4.301
H 6.000 3.011 -5.906
C -6.919 9.261 -8.342
C -8.232 8.597 -7.800
C -7.856 7.408 -6.862
S -6.106 7.010 -7.160
O -5.847 5.735 -7.793
O -5.398 7.339 -5.897
C -5.719 8.312 -8.492
H -6.566 10.160 -7.838
H -7.178 9.702 -9.304
H -8.888 8.295 -8.616
H -8.796 9.341 -7.236
H -8.394 6.485 -7.080
H -7.996 7.504 -5.786
H -5.715 7.875 -9.491
H -4.741 8.663 -8.163
C 7.774 6.000 6.193
C 9.088 5.689 5.478
C 8.847 5.576 3.890
S 7.220 6.474 3.611
O 6.152 5.623 3.173
O 7.517 7.694 2.935
C 6.929 6.847 5.338
H 7.964 6.524 7.129
H 7.368 5.026 6.468
H 9.447 4.720 5.827
H 9.908 6.359 5.737
H 8.633 4.546 3.608
H 9.593 5.906 3.166
H 5.839 6.865 5.369
H 7.318 7.862 5.416
C -4.106 -7.102 5.877
C -4.595 -7.100 4.381
C -4.644 -8.487 3.833
S -4.636 -9.666 5.250
O -3.334 -10.359 5.223
O -5.816 -10.517 5.291
C -4.674 -8.367 6.552
H -4.331 -6.231 6.492
H -3.017 -7.101 5.938
H -3.983 -6.550 3.665
H -5.545 -6.578 4.267
H -3.894 -8.776 3.096
H -5.664 -8.565 3.457
H -4.257 -8.723 7.494
H -5.732 -8.279 6.800
C -6.284 -4.851 -5.548
C -6.071 -5.862 -6.649
C -6.392 -7.218 -5.899
S -7.963 -6.929 -4.968
O -8.067 -7.757 -3.705
O -9.050 -6.893 -6.008
C -7.396 -5.174 -4.579
H -6.528 -3.968 -6.139
H -5.365 -4.665 -4.992
H -5.124 -5.679 -7.155
H -6.828 -5.706 -7.417
H -5.677 -7.424 -5.102
H -6.479 -8.107 -6.524
H -7.116 -4.993 -3.542
H -8.302 -4.588 -4.734
```



No. 4
C4H8O3 | ωB97M-V/def2-TZVPD

* net charge: 0
* M: 104.10 u
* relative energy (zero: lowest compared OMol25 entry of this formula, charge and spin): 35.2 kcal per mole
* SMILES string: O=C(CO)CCO
* max |F|: 1.31 eV Å⁻¹
* lowest unoccupied orbital energy: 0.5 eV

```
15
C4H8O3 | the Open Molecules 2025 dataset | ωB97M-V/def2-TZVPD
O -1.269 1.700 -0.079
C -1.438 0.504 -0.814
C -0.799 -0.685 -0.112
C 0.707 -0.648 -0.184
O 1.311 -1.002 -1.179
C 1.471 -0.095 1.001
O 2.846 -0.140 0.780
H -2.199 1.875 0.061
H -1.072 0.631 -1.837
H -2.521 0.319 -0.869
H -1.153 -1.582 -0.627
H -1.139 -0.690 0.931
H 1.103 0.933 1.166
H 1.200 -0.672 1.899
H 2.951 -0.449 -0.137
```



No. 5
C21H28N6O3 | ωB97M-V/def2-TZVPD

* net charge: 0
* M: 412.49 u
* relative energy (zero: lowest compared OMol25 entry of this formula, charge and spin): 0.3 kcal per mole
* SMILES string: CCCCC(=O)NCCNc1nc2c(c(=O)n(C)c(=O)n2C)n1Cc1ccccc1
* max |F|: 1.41 eV Å⁻¹
* lowest unoccupied orbital energy: 0.6 eV

```
58
C21H28N6O3 | the Open Molecules 2025 dataset | ωB97M-V/def2-TZVPD
C 3.416 2.343 -0.613
C 1.926 2.271 -0.923
C 1.390 3.602 -1.446
C -0.065 3.512 -1.902
C -1.100 3.107 -0.870
O -2.082 2.453 -1.178
N -0.923 3.576 0.383
H -0.053 4.010 0.637
C -1.911 3.368 1.419
H -2.889 3.358 0.929
C -1.724 2.042 2.173
N -1.769 0.913 1.272
C -0.615 0.297 0.930
N 0.493 0.335 1.670
C 1.364 -0.464 1.016
C 0.798 -0.991 -0.131
C 1.520 -1.831 -1.020
O 1.127 -2.333 -2.061
N 2.832 -2.046 -0.569
C 3.429 -1.534 0.570
O 4.587 -1.774 0.855
N 2.648 -0.731 1.374
C 3.197 -0.157 2.581
H 4.194 -0.571 2.723
H 3.252 0.928 2.486
H 2.554 -0.406 3.425
C 3.648 -2.895 -1.420
H 4.595 -3.074 -0.918
H 3.816 -2.403 -2.379
H 3.123 -3.832 -1.600
N -0.489 -0.476 -0.174
C -1.482 -0.732 -1.194
C -2.652 -1.498 -0.632
C -3.929 -0.954 -0.641
C -4.992 -1.661 -0.105
C -4.784 -2.911 0.451
C -3.511 -3.457 0.465
C -2.450 -2.754 -0.075
H -1.458 -3.181 -0.075
H -3.347 -4.434 0.895
H -5.613 -3.461 0.871
H -5.984 -1.234 -0.121
H -4.092 0.020 -1.079
H -0.981 -1.315 -1.972
H -1.817 0.222 -1.616
H -2.451 0.988 0.528
H -2.527 1.942 2.911
H -0.760 2.008 2.684
H -1.869 4.203 2.121
H -0.148 2.799 -2.725
H -0.387 4.486 -2.287
H 1.515 4.378 -0.685
H 1.990 3.908 -2.308
H 1.383 1.987 -0.020
H 1.750 1.496 -1.672
H 3.978 2.616 -1.504
H 3.614 3.087 0.156
H 3.782 1.381 -0.263
```



No. 6
C2H5N3OS2 | ωB97M-V/def2-TZVPD

* net charge: 0
* M: 151.22 u
* relative energy (zero: lowest compared OMol25 entry of this formula, charge and spin): 75.5 kcal per mole
* SMILES string: NC(=S)S/N=C\NO
* max |F|: 5.59 eV Å⁻¹
* lowest unoccupied orbital energy: 0.4 eV

```
13
C2H5N3OS2 | the Open Molecules 2025 dataset | ωB97M-V/def2-TZVPD
C 1.608 0.232 0.080
C -2.192 1.027 -0.142
H 0.501 1.985 0.315
H 2.268 2.134 0.223
H -2.574 2.111 -0.201
H -4.121 0.211 0.503
H -2.120 -1.710 0.597
N 1.472 1.510 0.055
N -0.918 0.749 -0.347
N -3.068 0.085 0.439
O -2.787 -1.192 -0.118
S 3.078 -0.554 0.072
S 0.012 -0.644 -0.144
```



| no. | total energy (a.u.) |
| --- | --- |
| 1 | -2461.0402 |
| 2 | -356.6465 |
| 3 | -5939.0017 |
| 4 | -382.9087 |
| 5 | -1371.4048 |
| 6 | -1114.9742 |